Computed, not measured: an isolated molecule of C7H6O4 at a distorted geometry, with the ωB97M-V functional and the def2-TZVPD basis.

As for the total charge: 0. Its structure (SMILES) is O=CC(=O)/C=C\C(C=O)=C/O. As for the maximum force: 0.07547 hartree/bohr. The calculation puts the relative energy (zero: lowest compared OMol25 entry of this formula, charge and spin) at 81.4 kcal/mol. The calculation puts the lowest unoccupied orbital energy at -0.697 eV. The value obtained for the gap between HOMO and LUMO is 8.55 eV. The value obtained for the HOMO energy is -0.3399 hartree. The calculation puts the calculated total energy at -571.1923 a.u.

Cartesian coordinates (Å):
1 C -0.6977 -1.3292 0.9404
2 C 0.1976 -0.4329 1.2979
3 C -1.4431 -1.3689 -0.4033
4 C 2.2681 0.9454 0.7698
5 C 0.0625 1.5769 -0.1990
6 C -0.5676 -1.2854 -1.6355
7 C 0.7525 0.7197 0.6036
8 O -2.6536 -1.5535 -0.5115
9 O 2.8271 1.8605 0.2068
10 O -1.2397 1.3747 -0.3822
11 O -0.8263 -0.6933 -2.6522
12 H -1.2649 -2.0599 1.4865
13 H 0.7096 -0.6834 2.1641
14 H -1.7588 2.0090 -0.9156
15 H 2.7060 0.1484 1.3872
16 H 0.3951 2.4738 -0.6513
17 H 0.5332 -1.7018 -1.5056


Computed, not measured: C7H6O5RhS as an isolated structure at a distorted geometry, with the ωB97M-V functional and the def2-TZVPD basis.

As for the total charge: +3. As for the maximum force: 0.17113 hartree/bohr. Its expectation value of S² is 6.0116. Its multiplicity is 5. The calculation puts the relative energy (zero: lowest compared OMol25 entry of this formula, charge and spin) at 0.0 kcal/mol. The calculation puts the lowest unoccupied orbital energy (alpha / beta) at -12.788 / -17.441 eV. The value obtained for the gap between HOMO and LUMO (alpha / beta) is 7.64 / 7.06 eV. The value obtained for the HOMO energy (alpha / beta) is -0.7506 / -0.9004 hartree. The calculation puts the calculated total energy at -1153.8590 a.u.

Cartesian coordinates (Å):
1 O -0.3046 -0.0340 -5.1386
2 C -0.3379 -0.0138 -3.9942
3 Rh -0.3466 0.0068 -1.8452
4 O 1.5892 -2.4149 -1.3598
5 C 0.8802 -1.5419 -1.6079
6 C -1.5692 1.5567 -1.5733
7 O -2.2545 2.4483 -1.3266
8 C -1.8911 -1.2278 -1.5776
9 O -2.7636 -1.9415 -1.3368
10 C 1.1994 1.2409 -1.6441
11 O 2.0847 1.9511 -1.4451
12 C -0.7797 0.0087 3.1992
13 S -0.1619 -0.2401 1.5381
14 C 1.5937 -0.0176 1.8501
15 H -1.8624 0.1172 3.1148
16 H -0.3528 0.9117 3.6368
17 H -0.5457 -0.8715 3.8001
18 H 1.8183 1.0511 1.9079
19 H 1.8564 -0.5256 2.7815
20 H 2.1481 -0.4639 1.0207


Computed, not measured: an isolated molecule of C7H6OS at a distorted geometry, with the ωB97M-V functional and the def2-TZVPD basis.

As for the total charge: 0. As for the maximum force: 0.09181 hartree/bohr. The calculation puts the relative energy (zero: lowest compared OMol25 entry of this formula, charge and spin) at 88.0 kcal/mol. The calculation puts the lowest unoccupied orbital energy at 0.024 eV. The value obtained for the gap between HOMO and LUMO is 9.13 eV. The value obtained for the HOMO energy is -0.3345 hartree. The calculation puts the calculated total energy at -743.5907 a.u.

Cartesian coordinates (Å):
1 C 2.6790 1.8564 0.4850
2 C -0.8362 -1.5332 0.2652
3 C 2.0946 0.9130 0.1179
4 C -2.1049 -1.3584 0.3797
5 C -0.0132 -0.4014 -0.0986
6 C -0.7442 0.7014 -0.1942
7 C 1.5365 -0.2443 -0.3775
8 O -3.3330 0.8652 -0.6051
9 S -2.3982 0.4209 0.4212
10 H -0.5258 1.7653 -0.5123
11 H -0.3275 -2.4640 0.3930
12 H 3.0817 2.8143 0.6124
13 H -2.7827 -2.1252 0.6900
14 H 1.5509 -0.1548 -1.4908
15 H 2.1229 -1.0552 -0.0860


Computed, not measured: an isolated molecule of C7H6OS at a distorted geometry, with the ωB97M-V functional and the def2-TZVPD basis.

As for the total charge: 0. Its structure (SMILES) is O=C1S[C@H]2C=C[C@@H]1C=C2. As for the maximum force: 0.05500 hartree/bohr. The calculation puts the relative energy (zero: lowest compared OMol25 entry of this formula, charge and spin) at 14.1 kcal/mol. The calculation puts the lowest unoccupied orbital energy at 0.615 eV. The value obtained for the gap between HOMO and LUMO is 9.26 eV. The value obtained for the HOMO energy is -0.3176 hartree. The calculation puts the calculated total energy at -743.7084 a.u.

Cartesian coordinates (Å):
1 C 0.4614 0.6591 -1.2109
2 C 0.4987 0.6089 1.2323
3 C 0.6718 -0.6602 -1.2361
4 C 0.6993 -0.7109 1.1986
5 C -1.7759 0.4597 0.0114
6 C -0.0877 1.2083 0.0321
7 C 0.2550 -1.3947 -0.0273
8 O -2.6992 1.2016 0.0053
9 S -1.6890 -1.2277 0.0026
10 H 0.6283 1.3096 -2.0521
11 H 0.7280 1.2214 2.0866
12 H 1.0599 -1.2045 -2.0779
13 H 1.1090 -1.2800 2.0148
14 H -0.2707 2.2766 0.0633
15 H 0.4113 -2.4671 -0.0428


Computed, not measured: an isolated ion of composition C7H7BBrClNO4 and charge +1 at a distorted geometry, with the ωB97M-V functional and the def2-TZVPD basis.

As for the total charge: +1. Its structure (SMILES) is COB(O)c1cc(C(=O)O)c(Cl)c[n+]1Br. As for the maximum force: 0.02205 hartree/bohr. The calculation puts the relative energy (zero: lowest compared OMol25 entry of this formula, charge and spin) at 0.0 kcal/mol. The calculation puts the lowest unoccupied orbital energy at -5.281 eV. The value obtained for the gap between HOMO and LUMO is 8.89 eV. The value obtained for the HOMO energy is -0.5207 hartree. The calculation puts the calculated total energy at -3685.4970 a.u.

Cartesian coordinates (Å):
1 C -2.3187 -0.6849 2.3382
2 O -1.8528 -1.7830 1.5207
3 B -1.5806 -1.4806 0.2334
4 O -2.4227 -1.8423 -0.7986
5 C -0.1872 -0.7909 -0.2109
6 C 0.0611 0.5643 -0.0552
7 C 1.2481 1.1337 -0.4873
8 C 1.3520 2.6295 -0.2480
9 O 0.6411 3.1073 0.5655
10 O 2.3036 3.3299 -0.8853
11 C 2.2060 0.3057 -1.0764
12 Cl 3.7291 0.8549 -1.6139
13 C 1.9399 -1.0432 -1.2062
14 N 0.7689 -1.5445 -0.7771
15 Br 0.4681 -3.3684 -0.9522
16 H -2.4709 0.2253 1.7611
17 H -1.5946 -0.4939 3.1199
18 H -3.2728 -0.9411 2.7801
19 H -3.0566 -1.1322 -0.9686
20 H -0.6701 1.2005 0.4097
21 H 2.0556 3.4750 -1.8094
22 H 2.6537 -1.7210 -1.6394


Computed, not measured: a 2-piece molecular cluster, C7H7BF9NO5 overall at a distorted geometry, with the ωB97M-V functional and the def2-TZVPD basis.

As for the total charge: 0. Its structure (SMILES) is NB(O)[C@@]1(C(F)(F)C(F)(F)C(F)(F)C(F)(F)F)COC(=O)O1.O. As for the maximum force: 0.18916 hartree/bohr. The calculation puts the lowest unoccupied orbital energy at -1.060 eV. The value obtained for the gap between HOMO and LUMO is 9.90 eV. The value obtained for the HOMO energy is -0.4028 hartree. The calculation puts the calculated total energy at -1625.3253 a.u.

Cartesian coordinates (Å):
1 N 1.8638 2.3257 1.0871
2 B 2.4236 1.0739 0.3680
3 O 3.8870 1.1544 0.0554
4 C 1.4625 -0.2268 -0.0643
5 C 0.4718 -0.0458 -1.3553
6 F 1.2896 0.7113 -2.3789
7 F 0.1765 -1.3602 -2.0412
8 C -0.8624 0.8749 -1.1075
9 F -1.4919 1.0005 -2.4804
10 F -0.5227 2.3060 -0.7611
11 C -2.0254 0.2197 -0.1749
12 F -2.2831 -1.2315 -0.4547
13 F -3.3124 0.9114 -0.5653
14 C -1.8889 0.3780 1.4309
15 F -3.1861 0.9531 1.9503
16 F -0.8200 1.2494 1.9421
17 F -1.8382 -1.0141 2.0158
18 C 2.4978 -1.4125 -0.6351
19 O 2.0361 -2.7646 -0.1728
20 C 1.1944 -2.4201 0.9829
21 O 0.6821 -3.3738 1.7765
22 O 1.0157 -0.9613 1.1292
23 H 2.2156 2.2817 2.0806
24 H 2.3168 3.1252 0.5660
25 H 4.3096 1.1675 0.9859
26 H 3.6006 -1.4202 -0.2082
27 H 2.7245 -1.3347 -1.8040
28 O -5.6311 -0.8610 -0.9159
29 H -4.6966 -1.0374 -1.1019
30 H -5.6094 -0.2687 -0.1493


Computed, not measured: an isolated molecule of C7H7BrClNO2 at a distorted geometry, with the ωB97M-V functional and the def2-TZVPD basis.

As for the total charge: 0. Its structure (SMILES) is COC(=O)[C@H]1C=CC=C(Cl)N1Br. As for the maximum force: 0.07899 hartree/bohr. The calculation puts the relative energy (zero: lowest compared OMol25 entry of this formula, charge and spin) at 0.0 kcal/mol. The calculation puts the lowest unoccupied orbital energy at -0.318 eV. The value obtained for the gap between HOMO and LUMO is 7.55 eV. The value obtained for the HOMO energy is -0.2892 hartree. The calculation puts the calculated total energy at -3510.2724 a.u.

Cartesian coordinates (Å):
1 C -1.2370 1.2653 1.6452
2 C -0.2629 2.0689 2.3056
3 C -1.0792 0.9880 0.3325
4 C 0.7667 2.6748 1.6315
5 C 0.9370 0.2808 -0.4836
6 C 0.0698 1.5611 -0.4322
7 C 1.2515 -1.8197 -1.3128
8 N 0.5754 2.7049 0.2161
9 O 1.7678 0.0274 0.3033
10 O 0.4966 -0.6172 -1.3784
11 Cl 2.0021 3.6279 2.2869
12 Br 2.0887 3.3514 -0.8267
13 H -1.9209 0.8377 2.2745
14 H -0.1446 2.0775 3.4187
15 H -1.9033 0.4197 -0.2635
16 H -0.3894 1.6786 -1.5194
17 H 0.7518 -2.4136 -2.0720
18 H 0.7977 -2.2892 -0.4532
19 H 2.3120 -1.7753 -1.2387


Computed, not measured: C7H7Cl2PtS5Sb as an isolated structure at a distorted geometry, with the ωB97M-V functional and the def2-TZVPD basis.

As for the total charge: -2. As for the maximum force: 0.03538 hartree/bohr. The calculation puts the lowest unoccupied orbital energy at 4.467 eV. The value obtained for the gap between HOMO and LUMO is 5.89 eV. The value obtained for the HOMO energy is -0.0525 hartree. The calculation puts the calculated total energy at -3541.9483 a.u.

Cartesian coordinates (Å):
1 Pt 1.1202 -0.8074 -0.1068
2 S 4.9443 1.2055 1.8327
3 Sb 4.0439 -0.9205 1.9145
4 S 3.0162 -1.8212 -0.5768
5 S 1.5923 -0.6028 2.0789
6 S 4.6771 -1.8844 3.9168
7 Cl 2.3249 4.8996 -0.1803
8 C 2.7877 3.1731 0.0100
9 Cl 1.8141 2.1230 -1.0114
10 H 2.6505 2.8900 1.0454
11 H 3.8269 3.0759 -0.2687
12 S -0.0012 -0.7638 -2.2390
13 C -1.5237 -0.8466 -1.3352
14 C -2.5704 0.0414 -1.6337
15 C -3.7993 -0.0547 -0.9988
16 C -4.0197 -1.0300 -0.0342
17 C -2.9952 -1.9118 0.2809
18 C -1.7661 -1.8340 -0.3635
19 H -2.3906 0.7991 -2.3865
20 H -4.5958 0.6303 -1.2693
21 H -4.9833 -1.1103 0.4559
22 H -3.1526 -2.6824 1.0266
23 H -1.0002 -2.5681 -0.1576